91
Properties=species:S:1:pos:R:3:forces:R:3 method="wB97M-V/def2-TZVPD" lumo_energy_ev="-6.6 / -10.5" spin_multiplicity=3 e_tot_ha=-4988.9826 homo_energy_ev="-13.91 / -13.91" charge=+2 relative_energy_kj_mol=11.8 s_squared=2.01
Cu -11.817 14.557 1.997 0.549 -1.402 1.454
Cu -8.800 16.884 4.057 -0.524 -1.249 -0.182
C -9.564 14.399 3.482 -0.809 2.022 -2.876
O -9.930 13.466 2.777 -0.750 -3.851 -1.245
O -8.423 14.788 3.704 5.533 -0.047 2.133
O -10.400 15.327 3.562 -4.606 3.750 0.845
C -15.045 15.678 4.788 0.678 0.113 1.028
C -13.816 14.970 4.216 -0.097 1.323 1.673
C -14.104 13.537 3.916 0.515 0.466 -1.462
O -12.990 13.043 3.134 -0.346 -1.200 1.287
C -12.688 11.674 3.587 -0.477 0.783 -0.852
N -13.457 15.803 3.060 0.193 -0.765 -1.184
H -14.691 16.633 5.177 -0.194 0.291 -0.187
H -15.482 15.216 5.674 -0.288 -0.356 -0.337
H -15.749 15.862 3.977 -0.396 -0.155 0.315
H -12.945 15.125 4.853 -0.107 -0.682 0.534
H -15.009 13.544 3.308 -0.156 -0.374 -0.351
H -14.325 12.911 4.780 0.365 0.272 0.195
H -13.632 11.138 3.484 0.160 -0.347 0.212
H -12.339 11.684 4.619 -0.046 -0.064 -0.086
H -11.951 11.225 2.921 0.071 0.240 0.111
H -14.369 15.977 2.662 0.091 -0.181 -1.221
H -13.291 16.726 3.435 0.808 0.202 0.169
C -12.728 11.876 -1.532 -0.870 0.765 -0.596
C -12.912 13.115 -0.643 -0.242 -0.416 -0.084
C -14.366 13.364 -0.061 0.954 -0.009 -0.512
O -14.304 14.616 0.582 -1.080 1.643 0.532
C -15.581 15.312 0.717 0.015 0.117 -0.319
N -11.887 12.946 0.421 -1.341 0.970 1.296
H -13.383 11.882 -2.403 -0.262 0.006 0.097
H -12.941 10.970 -0.965 0.234 -0.126 -0.052
H -11.729 11.899 -1.966 0.147 -0.265 0.345
H -12.684 14.028 -1.193 0.049 -0.012 -0.070
H -14.745 12.626 0.646 0.326 -0.447 0.041
H -15.089 13.423 -0.875 0.151 -0.169 -0.328
H -16.292 14.854 1.405 0.167 -0.608 -0.010
H -16.104 15.525 -0.216 0.196 -0.857 -0.506
H -15.516 16.347 1.054 1.095 -0.028 0.381
H -11.951 11.960 0.629 -0.638 -0.269 1.288
H -10.917 12.906 0.142 0.512 1.249 -1.296
C -8.560 9.078 5.004 0.035 -0.847 0.910
C -9.460 10.163 4.488 -0.228 -0.558 -0.040
C -9.848 11.240 5.512 0.336 -1.045 1.100
O -10.685 10.628 6.480 -1.105 -0.930 -1.317
C -11.229 11.514 7.418 1.156 0.668 -0.009
N -8.760 10.675 3.326 -0.187 1.090 -0.237
H -7.706 9.489 5.542 0.042 0.027 0.244
H -8.154 8.480 4.189 -0.143 0.146 -0.208
H -9.101 8.373 5.636 0.165 0.172 0.291
H -10.368 9.633 4.199 -0.326 0.327 -0.315
H -10.302 12.141 5.100 -0.230 -0.007 -0.409
H -8.952 11.554 6.048 0.488 0.303 -0.024
H -12.052 11.127 8.019 0.396 -0.573 -0.140
H -11.604 12.417 6.936 -0.068 0.317 -0.183
H -10.337 11.765 7.993 -0.493 0.628 0.961
H -7.785 10.730 3.584 0.359 -0.223 -0.054
H -9.044 11.638 3.219 -0.186 0.362 -0.564
C -6.021 12.342 5.618 -0.953 -0.187 -0.015
C -5.390 12.990 4.416 1.040 -0.667 2.590
C -5.847 12.551 3.005 0.311 -1.787 -1.500
O -5.438 11.217 2.704 0.337 1.285 2.544
C -5.650 10.738 1.428 0.375 0.243 -2.123
N -5.590 14.414 4.498 -0.257 -1.750 -2.804
H -6.040 11.252 5.626 0.234 0.063 -0.359
H -7.055 12.683 5.668 -0.121 0.010 0.468
H -5.435 12.664 6.479 -0.350 0.011 0.152
H -4.341 12.786 4.631 0.556 -0.045 -1.271
H -5.485 13.252 2.253 0.131 0.097 -0.471
H -6.933 12.541 2.920 -0.444 0.518 0.621
H -5.114 9.811 1.226 -0.320 -0.254 0.832
H -5.203 11.375 0.666 -0.070 0.616 -0.089
H -6.716 10.666 1.212 -0.152 -0.259 0.094
H -5.127 14.788 3.683 1.056 1.152 0.192
H -6.564 14.526 4.256 -1.609 1.007 0.994
C -7.937 12.924 -2.106 -0.315 0.715 1.141
C -7.835 13.271 -0.600 0.610 1.368 -0.728
C -7.340 14.724 -0.282 0.488 -0.610 0.178
O -6.021 14.898 -0.736 0.610 -0.142 -0.114
C -5.362 16.057 -0.252 0.482 0.255 -0.299
N -9.140 13.055 0.024 0.517 -0.162 -0.275
H -8.055 11.844 -2.190 0.216 0.032 -0.354
H -7.116 13.337 -2.692 0.075 -0.377 0.105
H -8.862 13.400 -2.433 -0.026 -0.046 -0.293
H -7.165 12.572 -0.099 0.684 0.259 -0.210
H -7.299 14.841 0.801 -0.420 -0.127 0.588
H -7.931 15.561 -0.655 -0.653 -0.288 -0.333
H -4.544 15.866 0.444 -0.084 -0.718 0.386
H -6.008 16.781 0.246 -0.382 -0.007 -0.223
H -4.827 16.544 -1.067 -0.419 0.094 -0.264
H -9.047 13.263 1.008 -0.092 0.037 0.443
H -9.159 12.045 -0.004 -0.646 -0.529 0.212